Entry 1:
{"formula": "C21H26N2O3", "method": "ωB97M-V with the def2-TZVPD basis set", "e_lumo_ev": 0.729, "homo_ha": -0.265, "de_lowest_kj_mol": 237.1, "spin_multiplicity": 1, "symbols": ["O", "O", "O", "N", "N", "C", "C", "C", "C", "C", "C", "C", "C", "C", "C", "C", "C", "C", "C", "C", "C", "C", "C", "C", "C", "C", "H", "H", "H", "H", "H", "H", "H", "H", "H", "H", "H", "H", "H", "H", "H", "H", "H", "H", "H", "H", "H", "H", "H", "H", "H", "H"], "coordinates": [[-0.552433, 1.883715, 2.448943], [-0.716064, -3.554697, -5.408554], [1.783944, -0.220029, 2.926221], [-0.335832, -1.027470, 2.668092], [-0.703099, -2.489813, -2.716833], [1.158106, 3.425890, -0.988229], [0.728827, -1.319102, 0.473428], [0.622643, -1.686651, -0.851737], [0.045185, 2.440872, 1.357469], [-1.579148, -1.857486, 0.795642], [-0.675916, 1.235304, 4.719788], [0.251945, 0.014305, 4.755434], [-0.162053, 2.292908, 3.743578], [-1.688381, -2.219613, -0.530349], [0.663917, -0.412648, 3.348128], [-0.584782, -2.147328, -1.388456], [-0.298482, 1.878604, 0.127380], [1.494036, 4.003600, 0.225177], [-0.249329, -2.260892, -5.079691], [2.460154, 5.148131, 0.301005], [-1.722184, -3.405986, -3.180932], [0.261599, 2.369668, -1.031454], [0.337329, -2.186280, -3.672692], [-0.372941, -1.399594, 1.317774], [0.930578, 3.507760, 1.396469], [-1.150272, -4.293513, -4.285392], [-2.648370, -2.540155, -0.903621], [-2.049791, -4.045785, -2.357434], [-1.230931, -1.084650, 3.133061], [3.381807, 4.829406, 0.787452], [-0.995394, 1.056479, 0.107325], [1.187887, -2.881761, -3.594861], [1.502588, -1.620813, -1.470517], [-0.599746, 3.275652, 3.971825], [-2.596093, -2.861531, -3.568673], [1.166968, 0.270567, 5.291686], [-1.679257, 0.948083, 4.398989], [-0.312567, -4.879581, -3.877387], [-0.002545, 1.924107, -1.979389], [-1.911827, -4.987884, -4.649762], [-0.235050, -0.813692, 5.274129], [0.703427, -1.171052, -3.496850], [-2.451592, -1.916582, 1.433011], [1.667991, -0.961478, 0.858972], [1.197063, 3.973339, 2.333313], [1.594000, 3.802681, -1.901938], [2.041192, 5.966151, 0.885061], [0.509717, -2.008578, -5.824656], [2.705116, 5.517009, -0.691620], [0.929887, 2.362569, 3.814489], [-0.747717, 1.665113, 5.719959], [-1.074110, -1.537269, -5.162774]], "atomic_forces_ev_per_a": [[-0.032, -0.031, -0.174], [-0.004, -0.029, -0.083], [0.233, 0.114, -0.206], [-0.346, -0.270, 0.136], [0.047, -0.077, -0.288], [0.118, 0.130, 0.022], [0.029, 0.035, 0.218], [-0.175, -0.087, -0.177], [0.012, 0.069, -0.251], [0.204, 0.063, 0.097], [0.220, 0.131, -0.270], [0.021, 0.138, -0.097], [-0.121, 0.226, 0.408], [-0.002, -0.046, -0.054], [-0.180, -0.172, 0.693], [0.027, 0.118, 0.175], [-0.060, -0.001, 0.140], [-0.046, -0.044, -0.174], [0.159, 0.285, 0.059], [0.013, -0.043, 0.028], [-0.119, -0.072, -0.246], [-0.083, -0.066, 0.074], [0.009, -0.064, -0.178], [0.083, -0.093, -0.347], [-0.108, -0.110, 0.248], [-0.136, -0.167, 0.255], [-0.084, -0.018, -0.049], [-0.012, 0.024, -0.066], [0.210, 0.075, 0.018], [0.090, 0.048, 0.016], [-0.086, -0.129, 0.000], [0.036, 0.123, -0.005], [0.095, -0.003, -0.083], [0.109, -0.096, -0.058], [-0.037, -0.146, 0.076], [-0.028, -0.098, -0.081], [-0.069, 0.065, 0.072], [-0.122, 0.045, -0.028], [-0.035, -0.051, -0.078], [0.058, 0.031, 0.120], [0.039, -0.029, 0.026], [0.051, -0.055, -0.048], [-0.090, -0.003, 0.060], [0.040, 0.017, 0.022], [0.007, 0.021, 0.124], [0.050, 0.058, -0.080], [0.022, 0.090, 0.015], [-0.056, 0.057, 0.114], [0.042, 0.059, -0.040], [-0.052, 0.030, -0.046], [-0.057, -0.008, -0.016], [0.120, -0.046, 0.011]]}

Entry 2:
{"formula": "C34H43Cl2NO2STi", "method": "ωB97M-V with the def2-TZVPD basis set", "e_lumo_ev": [-8.938, -8.938], "homo_ha": [-0.523, -0.523], "de_lowest_kj_mol": 13.3, "total_charge": 2, "spin_multiplicity": 1, "symbols": ["Ti", "Cl", "Cl", "S", "O", "O", "N", "C", "C", "C", "C", "C", "C", "C", "C", "C", "C", "C", "C", "C", "C", "C", "C", "C", "C", "C", "C", "C", "C", "C", "C", "C", "C", "C", "C", "C", "C", "C", "C", "C", "C", "H", "H", "H", "H", "H", "H", "H", "H", "H", "H", "H", "H", "H", "H", "H", "H", "H", "H", "H", "H", "H", "H", "H", "H", "H", "H", "H", "H", "H", "H", "H", "H", "H", "H", "H", "H", "H", "H", "H", "H", "H", "H", "H"], "coordinates": [[1.782517, -0.850709, -1.390899], [3.569507, -2.125193, -2.370412], [4.856251, 3.068508, -1.346360], [2.699484, 0.986857, -2.335343], [0.403379, -1.094966, -2.534247], [2.408425, -0.710282, 0.336044], [0.113282, -0.071455, -0.338939], [4.742446, -0.857995, -1.890431], [-2.073211, -0.292962, -5.778630], [-1.284608, -0.844016, 5.337035], [2.045917, -0.454275, 2.685745], [-0.766078, 1.617395, 5.250256], [-0.813944, -0.539759, -2.380044], [-4.400628, 2.519751, -0.302561], [6.935671, -0.323477, -1.202666], [-0.685875, 0.280398, 1.982485], [-0.539742, -2.067731, -4.968346], [3.477090, -0.817495, 3.079796], [-3.140994, 0.901044, -1.768869], [4.315753, 0.472214, -1.850265], [-4.423356, 1.704197, -1.594339], [4.458881, 0.157205, 2.408840], [-2.990467, -2.342253, -4.647926], [1.052434, -0.159124, 3.590969], [-0.317532, 0.182127, 3.283304], [6.009951, -1.289980, -1.566014], [3.664609, -0.720310, 4.593849], [-4.588501, 2.663289, -2.782172], [5.282014, 1.407013, -1.451101], [-2.137164, 0.872228, -0.839787], [-2.969883, 0.134111, -2.950523], [6.573907, 1.014355, -1.143852], [-1.841672, -0.594598, -3.315000], [-2.690856, 0.688295, 3.959421], [-1.841301, -1.322676, -4.663345], [3.778730, -2.259530, 2.644485], [1.636211, -0.384767, 1.345372], [-0.978343, 0.114045, -1.114996], [-5.606636, 0.725344, -1.547721], [-1.270163, 0.407889, 4.445133], [0.284231, 0.014372, 0.970922], [1.307296, -0.199884, 4.640691], [6.271636, -2.337209, -1.612838], [-5.314261, 3.108521, -0.230461], [-0.739584, 2.519154, 4.636736], [-2.019255, -0.711045, 6.131024], [-2.747533, 1.608030, 3.372326], [-2.197106, 1.457253, 0.063607], [7.949072, -0.617203, -0.967188], [-4.361140, 1.879200, 0.582420], [-0.641376, -2.543509, -5.943676], [-3.090075, -0.137264, 3.365748], [0.318220, -1.397719, -5.016991], [-5.492808, 3.256443, -2.645135], [3.036789, -1.431512, 5.134216], [-0.336222, -2.853873, -4.240272], [-3.560669, 3.217411, -0.273607], [-1.437199, 1.798415, 6.090192], [-2.098565, -0.802917, -6.741951], [-5.692992, 0.141707, -2.465540], [3.465527, 0.285516, 4.969614], [-1.702189, 0.504431, 1.707483], [-3.345680, 0.816311, 4.820289], [4.699695, -0.958088, 4.836399], [-1.561029, -1.735087, 4.770823], [-3.744215, 3.350181, -2.860889], [-5.514691, 0.031935, -0.710058], [4.795668, -2.519708, 2.940089], [-1.269724, 0.445038, -5.809362], [7.295650, 1.766577, -0.857833], [-3.019366, 0.238365, -5.669956], [-2.993773, -2.899577, -5.584792], [4.244573, 1.189941, 2.690119], [5.471871, -0.073115, 2.740484], [3.101807, -2.966837, 3.126284], [-2.877656, -3.056349, -3.830388], [-0.322924, -1.024859, 5.818953], [-6.536490, 1.281793, -1.427318], [-4.691373, 2.136501, -3.731800], [-3.965451, -1.862974, -4.550613], [4.440960, 0.081841, 1.321420], [3.706234, -2.387670, 1.564515], [0.230858, 1.452997, 5.662381], [-3.792250, 0.141756, -3.654015]], "atomic_forces_ev_per_a": [[0.436, 0.527, -1.281], [0.412, -0.179, -0.125], [-0.001, -0.023, -0.008], [-0.145, -0.389, 0.056], [-0.250, 0.158, 0.126], [-0.052, 0.042, 0.780], [-0.303, -0.080, 0.231], [-0.185, -0.157, -0.027], [0.004, 0.015, -0.035], [-0.007, -0.017, 0.009], [-0.058, 0.130, 0.079], [-0.005, -0.001, 0.031], [0.078, -0.193, 0.015], [-0.012, -0.010, 0.032], [-0.007, -0.034, -0.004], [0.004, 0.070, -0.075], [0.002, -0.035, 0.003], [-0.025, -0.012, -0.021], [0.004, -0.030, -0.029], [0.070, -0.037, 0.075], [0.026, -0.015, 0.041], [0.016, 0.013, -0.006], [-0.010, -0.011, -0.022], [0.050, 0.039, -0.006], [0.035, -0.004, 0.033], [0.029, 0.092, 0.029], [0.023, -0.010, 0.020], [-0.010, 0.029, -0.020], [-0.031, 0.072, 0.043], [-0.007, -0.091, 0.142], [-0.008, -0.013, -0.005], [-0.003, -0.012, 0.003], [-0.061, 0.132, 0.017], [-0.017, 0.016, -0.004], [0.033, 0.006, 0.031], [0.020, -0.015, -0.009], [0.038, -0.157, -0.113], [-0.042, 0.182, -0.149], [-0.022, 0.003, -0.009], [0.004, 0.021, -0.045], [-0.023, -0.011, 0.187], [0.003, -0.004, -0.002], [-0.001, -0.005, 0.000], [-0.005, -0.006, -0.005], [-0.008, -0.001, -0.006], [0.008, 0.012, 0.010], [0.015, 0.001, -0.007], [-0.019, 0.025, -0.030], [0.001, -0.001, 0.002], [0.011, -0.007, -0.004], [-0.001, -0.005, 0.002], [-0.002, -0.015, 0.016], [-0.005, 0.011, -0.008], [-0.003, -0.003, -0.001], [-0.008, -0.002, -0.004], [-0.003, 0.004, 0.005], [-0.007, 0.015, -0.015], [-0.001, -0.008, 0.000], [0.004, -0.005, 0.002], [-0.004, -0.001, -0.001], [0.002, 0.005, -0.008], [0.001, -0.017, 0.028], [0.001, 0.004, 0.001], [0.000, -0.002, 0.001], [-0.010, 0.006, -0.007], [0.007, -0.004, 0.012], [0.005, 0.003, 0.004], [-0.001, 0.001, 0.007], [0.004, -0.002, 0.006], [0.000, 0.003, 0.000], [-0.002, -0.006, 0.015], [-0.006, 0.006, -0.007], [-0.007, 0.000, 0.007], [0.001, -0.004, 0.003], [-0.009, 0.005, 0.001], [0.013, -0.005, -0.004], [0.009, -0.010, -0.014], [0.001, 0.003, -0.001], [0.013, -0.009, 0.002], [-0.002, -0.001, 0.011], [-0.005, -0.002, -0.002], [0.001, 0.003, 0.002], [0.001, 0.005, 0.002], [0.007, -0.005, -0.004]]}

Entry 3:
{"formula": "C31H57N2O2P2SSr", "method": "ωB97M-V with the def2-TZVPD basis set", "e_lumo_ev": -2.739, "homo_ha": -0.270, "de_lowest_kj_mol": 447.0, "total_charge": 1, "spin_multiplicity": 1, "symbols": ["Sr", "S", "P", "P", "O", "O", "N", "N", "C", "C", "C", "C", "C", "C", "C", "C", "C", "C", "C", "C", "C", "C", "C", "C", "C", "C", "C", "C", "C", "C", "C", "C", "C", "C", "C", "C", "C", "C", "C", "H", "H", "H", "H", "H", "H", "H", "H", "H", "H", "H", "H", "H", "H", "H", "H", "H", "H", "H", "H", "H", "H", "H", "H", "H", "H", "H", "H", "H", "H", "H", "H", "H", "H", "H", "H", "H", "H", "H", "H", "H", "H", "H", "H", "H", "H", "H", "H", "H", "H", "H", "H", "H", "H", "H", "H", "H"], "coordinates": [[0.023065, 0.461354, 1.281960], [2.900598, -1.185052, 3.167518], [-0.086671, -3.040784, -0.225810], [-0.904289, 3.266497, 0.480312], [1.679227, -0.344407, 2.740248], [-2.120816, 1.030484, 4.544305], [1.184067, -0.929606, -0.358467], [-1.560958, 0.350756, -0.952398], [3.200288, -0.995164, -2.601756], [-1.203903, -2.159591, -1.258535], [-1.839227, 2.901518, -1.055442], [0.580225, 4.416161, -0.023689], [-1.670938, 4.422345, 2.890154], [0.131807, -5.910751, -0.770248], [-1.891594, -0.894651, -1.466885], [-3.328268, 1.336460, -2.257922], [-1.924289, -4.356927, 1.477667], [-3.750327, 0.085215, -2.694639], [1.302883, 0.575644, -3.099558], [-0.672038, -3.484205, 1.611810], [0.468416, -4.227729, 2.334311], [-3.426012, 3.115596, 1.623078], [0.313688, 5.900622, 0.250359], [-0.101467, -4.382527, -2.739202], [-1.447844, 1.030340, 3.610143], [3.362084, -0.463033, 4.745279], [2.026390, -4.381887, -1.422936], [1.694664, -0.870653, -2.843941], [-2.266986, 4.126243, 1.497479], [0.496883, -4.520939, -1.325313], [4.229229, -0.571322, 2.117893], [1.348619, -1.650390, -4.088008], [-2.243118, 1.434813, -1.387260], [-1.017112, -2.228536, 2.445131], [-2.836094, 5.419804, 0.889624], [0.966008, -1.288375, -1.508194], [1.769074, 3.943686, 0.846942], [-3.029869, -1.019338, -2.301271], [0.959213, 4.294748, -1.510830], [0.107576, -4.600600, 3.308678], [2.303133, -3.361333, -1.719127], [-3.859267, 2.244598, -2.536635], [-0.953039, -6.077719, -0.743598], [0.849385, -5.088947, 1.770959], [4.308496, 0.077308, 4.646463], [2.412571, -5.079859, -2.182893], [3.492604, -1.291414, 5.450717], [1.534572, 3.980953, 1.922442], [-2.767467, 3.498379, -1.022827], [-1.455661, 3.493790, 3.440461], [1.249332, 6.459472, 0.077785], [3.797780, -0.067630, 1.243100], [-2.398987, 5.005530, 3.477268], [1.945023, -1.212362, -4.900830], [3.485983, -0.518553, -1.656579], [-4.621735, -0.033652, -3.331472], [0.498323, -4.963457, -3.461002], [0.234649, 4.800337, -2.165789], [2.640091, 4.593463, 0.666389], [2.518768, -4.618647, -0.469864], [0.008731, 6.103927, 1.283720], [0.217840, 0.653829, -3.231507], [-0.084234, -3.338514, -3.071174], [0.297324, -1.554383, -4.367572], [-2.095687, 6.222554, 0.806057], [-4.252177, 3.595575, 2.170797], [1.316282, -3.555937, 2.531919], [1.795277, 0.940876, -4.013888], [4.861746, 0.114947, 2.695375], [-1.908847, -2.954924, -1.556398], [-1.419591, -2.550809, 3.422483], [4.819375, -1.444663, 1.807494], [-1.695522, -5.359157, 1.088012], [-1.799643, -1.604627, 1.978753], [-2.668697, -3.891156, 0.815298], [-3.294821, 5.264023, -0.095678], [-3.130661, 2.210442, 2.173939], [-3.283305, -2.013292, -2.674829], [3.507764, -2.046459, -2.546414], [1.624471, -2.705051, -4.032627], [-0.112877, -1.642343, 2.692791], [0.542444, -6.104719, 0.227287], [2.080385, 2.914687, 0.598445], [-3.632220, 5.782037, 1.563229], [-0.433345, 6.317683, -0.437500], [1.933803, 4.789119, -1.665742], [-0.741745, 5.008885, 2.830976], [3.746024, -0.524506, -3.433964], [0.555069, -6.681271, -1.435936], [1.588994, 1.224001, -2.263001], [-2.395863, -4.489249, 2.465989], [-3.815112, 2.820115, 0.640199], [-1.262580, 3.342341, -1.891945], [-1.137377, -4.746919, -2.792396], [1.068207, 3.254988, -1.842244], [2.563856, 0.201881, 5.084519]], "atomic_forces_ev_per_a": [[-0.227, -0.597, -0.973], [-1.153, 0.951, -0.636], [1.106, -1.156, 3.719], [0.005, 0.156, -0.047], [0.968, -0.325, 0.628], [2.235, 0.036, -3.007], [-0.246, -0.391, -4.898], [0.105, -0.071, 0.051], [0.296, -0.015, 0.277], [-0.889, -0.488, 0.613], [-0.134, -0.151, -0.493], [-0.403, 0.056, 0.246], [-0.182, 0.097, 0.021], [0.149, -0.218, -0.298], [0.086, 0.087, 0.710], [0.085, 0.545, 0.461], [-0.347, -0.196, 0.811], [0.261, -0.478, 0.204], [-0.173, 0.572, 0.060], [-0.933, -0.998, -1.384], [-0.142, 0.123, -0.007], [0.094, 0.081, 0.011], [0.308, 0.301, 0.018], [0.108, -0.041, -0.143], [-2.396, -0.235, 3.447], [0.557, -0.240, 0.414], [-0.043, -0.056, 0.012], [-0.574, -0.411, 0.604], [0.500, 0.170, -0.009], [-0.998, -0.322, 0.241], [0.616, -0.116, 0.085], [0.122, -0.220, -0.622], [-0.323, 0.224, -0.661], [0.188, -0.191, -0.146], [-0.101, 0.180, 0.157], [3.066, 4.288, 1.808], [-0.026, 0.052, -0.038], [-0.252, 0.253, -0.492], [0.062, -0.115, 0.021], [0.056, 0.078, -0.240], [-0.014, -0.381, 0.153], [0.113, -0.220, -0.056], [0.285, 0.133, -0.022], [-0.161, 0.329, 0.193], [-0.278, -0.043, 0.156], [-0.075, 0.140, 0.152], [-0.051, 0.264, -0.044], [0.037, 0.017, -0.280], [0.390, -0.309, -0.112], [-0.024, 0.364, -0.178], [-0.249, -0.152, 0.038], [-0.044, -0.315, 0.297], [0.246, -0.206, -0.085], [-0.183, -0.117, 0.064], [-0.029, 0.010, -0.254], [0.117, 0.099, 0.045], [-0.182, 0.008, 0.274], [0.179, -0.179, 0.214], [-0.236, -0.170, 0.067], [-0.156, 0.169, -0.164], [0.072, -0.039, -0.280], [0.134, 0.053, -0.026], [-0.179, -0.500, 0.100], [0.014, -0.086, 0.102], [-0.269, -0.289, 0.057], [0.250, -0.181, -0.075], [-0.182, -0.145, -0.157], [-0.139, -0.106, 0.234], [-0.173, -0.144, -0.357], [0.436, 0.487, -0.819], [0.031, 0.056, -0.336], [-0.130, 0.335, -0.030], [-0.018, 0.413, 0.121], [0.091, -0.123, -0.060], [0.193, -0.082, 0.180], [0.132, 0.006, 0.208], [-0.132, 0.223, -0.225], [0.000, 0.388, 0.164], [-0.030, 0.264, -0.070], [-0.074, 0.131, 0.069], [-0.310, -0.308, -0.190], [-0.126, 0.083, -0.272], [-0.133, 0.224, 0.006], [0.208, -0.102, -0.264], [0.161, -0.171, 0.215], [-0.318, -0.138, 0.094], [-0.316, -0.178, 0.057], [-0.182, -0.119, 0.225], [-0.060, 0.149, 0.121], [0.027, -0.160, -0.111], [-0.119, -0.162, -0.116], [0.043, -0.006, 0.284], [-0.287, -0.553, 0.253], [0.249, 0.123, 0.069], [-0.053, 0.172, 0.061], [0.075, -0.175, -0.211]]}